Entry i
Here is an isolated ion of composition C6H12N3 and charge +1 from OMol25. Energies are from ωB97M-V/def2-TZVPD.

Atoms and positions in Å:
C -0.692 -1.337 -1.965
C -1.169 -1.070 -0.731
C 0.843 0.061 -1.000
C -1.341 -0.278 1.961
C 0.984 0.790 1.774
C -0.133 0.068 1.225
N 0.532 -0.721 -2.139
N -0.248 -0.300 -0.025
N 1.014 1.429 -1.336
H -1.155 -1.863 -2.783
H -2.065 -1.520 -0.308
H 1.876 -0.286 -0.479
H -1.373 0.070 2.904
H -2.174 0.241 1.578
H -1.521 -1.351 2.075
H 0.739 1.093 2.779
H 1.067 1.805 1.231
H 2.015 0.287 1.914
H 0.695 -0.326 -2.977
H 1.824 1.477 -1.825
H 0.281 1.730 -1.874

Properties
- Total charge: +1
- LUMO (spin up / spin down): -4.28 / -4.28 eV
- Orbital gap (spin up / spin down): 8.264 / 8.263 eV

***

Entry ii
Here is a 2-piece molecular cluster, C6H12N3 overall from OMol25. Energies are from ωB97M-V/def2-TZVPD.

Atoms and positions in Å:
C 0.419 -3.540 0.615
C -1.786 -2.891 -0.272
C -1.436 0.613 0.114
C -1.325 1.077 1.601
C -1.225 1.741 -0.960
C 2.292 0.114 -0.503
N -0.510 -3.149 0.057
N -2.238 -1.643 -0.343
N -1.738 -0.561 -0.173
H 1.426 -3.758 0.885
H -2.532 -3.776 -0.312
H -1.528 2.066 1.803
H -0.246 0.964 1.802
H -1.997 0.527 2.138
H -0.242 2.153 -0.796
H -2.005 2.462 -0.827
H -1.224 1.279 -1.855
H 2.373 -0.193 0.543
H 2.442 -0.758 -1.217
H 3.102 0.767 -0.696
H 1.313 0.733 -0.546

Properties
- Total charge: +1
- LUMO: -4.66 eV
- Orbital gap: 8.259 eV

***

Entry iii
Here is an isolated ion of composition C6H12N3 and charge +1 from OMol25. Energies are from ωB97M-V/def2-TZVPD.

Atoms and positions in Å:
C -1.326 -0.696 1.070
C 1.742 -0.492 1.434
C -1.133 0.580 0.343
C 1.287 -0.395 0.189
C -2.174 0.887 -0.663
C 1.711 -1.370 -0.984
N -1.434 -1.753 0.396
N -1.531 -2.610 -0.297
N 0.368 0.726 -0.201
H -1.475 -0.567 2.184
H 2.448 -1.248 1.673
H 1.599 0.195 2.217
H -1.247 1.424 0.963
H -2.069 1.874 -1.122
H -3.230 0.934 -0.190
H -2.090 0.229 -1.567
H 2.302 -2.259 -0.610
H 2.508 -0.901 -1.515
H 0.832 -1.736 -1.710
H 0.355 0.689 -1.306
H 0.785 1.609 0.124

Properties
- Total charge: +1
- LUMO: -3.30 eV
- Orbital gap: 9.282 eV

***

Which structure is the most stable? The one labeled entry i.

***

Entry i
Here is an isolated ion of composition C6H12N3 and charge +1 from OMol25. Energies are from ωB97M-V/def2-TZVPD.

Atoms and positions in Å:
C 3.977 -1.175 0.104
C 3.052 -0.434 0.262
C 1.852 0.336 0.522
C 1.213 0.866 -0.781
C -0.304 0.933 -0.732
N -0.886 -0.407 -0.472
C -1.994 -0.548 0.277
N -2.037 -0.068 1.568
N -3.117 -1.172 -0.177
H 4.714 -1.936 0.033
H 1.145 -0.261 1.097
H 2.100 1.193 1.147
H 1.570 1.883 -0.921
H 1.529 0.280 -1.638
H -0.653 1.620 0.031
H -0.666 1.244 -1.708
H -0.409 -1.226 -0.824
H -2.521 0.824 1.661
H -1.077 0.050 1.880
H -2.943 -1.551 -1.103
H -3.887 -0.504 -0.213

Properties
- Total charge: +1
- LUMO: -4.81 eV
- Orbital gap: 8.213 eV

***

Entry ii
Here is an isolated ion of composition C6H12N3 and charge +1 from OMol25. Energies are from ωB97M-V/def2-TZVPD.

Atoms and positions in Å:
C 1.079 -0.729 -1.004
C 0.824 -0.924 0.352
C 0.015 -0.715 -3.172
C 0.418 0.024 -2.065
C 0.446 1.486 -1.947
C -0.474 -0.614 2.457
N -0.188 -0.254 1.007
N -1.066 0.459 3.059
N -0.838 0.662 0.534
H 1.851 -1.467 -1.385
H 1.421 -1.422 1.033
H -0.509 -0.247 -3.986
H -0.297 1.726 -1.266
H 0.156 1.898 -2.930
H 1.401 1.951 -1.534
H 0.390 -1.056 3.054
H -1.216 -1.454 2.513
H -1.876 0.332 3.589
H -0.471 1.028 3.620
H 0.281 -1.752 -3.206
H -1.347 1.069 1.276

Properties
- Total charge: +1
- LUMO (spin up / spin down): -5.46 / -5.46 eV
- Orbital gap (spin up / spin down): 7.503 / 7.504 eV

***

Which structure is the most stable? The one labeled entry i.